Formula: C50H78BF2NO21PSi
Source: the OMol25 dataset
Level of theory: ωB97M-V with the def2-TZVPD basis set

## Properties
charge: -1
calculated total energy: -4442.3288 a.u.
2S+1: 1

```
155
Properties=species:S:1:pos:R:3:forces:R:3:mulliken_charge:R:1
C 5.613 -1.045 -1.270 -0.5 0.8 -0.6 -0.809
C 5.039 -0.149 -2.133 -0.6 -0.8 1.0 -0.740
C 3.487 0.059 -1.951 0.6 -0.6 1.1 0.634
O 2.967 1.308 -2.413 0.8 -2.1 0.5 -0.654
P 1.238 1.252 -2.387 -2.1 1.5 0.7 -0.280
B 1.011 1.538 -0.467 0.2 -0.6 1.3 0.504
O -0.323 1.716 0.062 1.6 0.9 -0.6 -0.237
O 2.076 1.629 0.498 -0.7 -0.6 -0.4 -0.490
C 0.979 1.448 -4.301 0.5 0.2 0.1 1.005
F 2.064 2.265 -4.770 -1.3 -0.7 -0.3 -0.381
F 1.081 0.229 -5.018 0.0 1.2 0.1 -0.311
C -0.394 2.180 -4.643 1.1 0.1 -1.6 -1.107
C -1.406 1.261 -5.437 0.0 0.7 0.3 -0.017
Si -2.351 -0.014 -4.389 -0.7 -0.7 -0.7 -0.459
C -4.018 -0.333 -5.316 0.2 -0.4 -0.3 -0.885
C -1.489 -1.730 -4.329 -0.3 0.1 0.3 -0.515
C -2.837 0.574 -2.646 -0.3 0.2 3.0 1.058
C -2.592 -0.372 -1.516 -1.2 2.1 1.4 0.141
C -2.964 -0.044 -0.125 -0.5 1.4 -1.8 -0.614
C -3.604 1.248 0.236 1.0 -1.1 -3.1 -0.205
C -3.804 2.181 -0.867 0.7 -1.1 -1.1 -0.845
C -3.431 1.865 -2.308 0.2 -1.7 2.4 -0.277
O 1.199 -0.491 -2.358 2.2 -1.7 -0.2 0.198
C 2.502 -1.035 -2.578 1.0 1.6 -2.2 0.248
N 2.680 -2.465 -2.244 -0.9 -1.0 0.2 0.601
C 3.613 -3.135 -3.176 1.2 -0.2 -1.1 -1.047
C 1.405 -3.183 -2.420 -2.1 -0.2 0.0 0.790
C 0.486 -3.537 -1.189 1.1 0.3 -0.1 -1.017
O 1.013 -3.570 -3.503 1.0 0.2 0.7 -0.576
H 5.053 -1.306 -0.330 0.5 -0.2 -1.3 0.082
H 6.578 -1.561 -1.474 -0.6 0.9 0.4 0.322
H 5.652 0.416 -2.876 -0.8 -0.9 0.2 0.382
H 3.386 -0.154 -0.837 -0.3 0.9 -0.8 0.024
H 1.284 2.724 -2.425 -0.4 0.1 -0.2 -0.175
H -0.206 1.144 -2.374 0.0 0.3 -0.1 -0.330
H -0.465 2.681 -0.029 -0.4 -0.7 0.2 0.169
H 2.032 0.800 1.006 0.0 0.6 0.1 0.251
H -0.096 3.013 -5.351 -0.3 -0.8 0.7 0.407
H -0.843 2.692 -3.753 0.5 -0.8 -0.6 0.276
H -2.167 1.951 -5.909 0.7 -0.7 0.5 0.037
H -0.907 0.741 -6.305 -0.4 0.6 1.0 0.585
H -3.772 -0.694 -6.359 -0.3 0.4 1.0 0.233
H -4.644 0.593 -5.419 0.3 -0.8 0.2 0.068
H -4.578 -1.162 -4.790 0.3 1.1 -0.5 0.306
H -1.610 -2.251 -5.319 0.4 0.6 0.8 0.447
H -1.996 -2.403 -3.576 0.6 0.7 -0.7 0.219
H -0.419 -1.569 -4.043 -0.9 -0.4 -0.4 -0.297
H -2.115 -1.368 -1.663 -0.4 1.1 -0.1 -0.237
H -2.768 -0.785 0.687 -0.1 0.7 -0.8 0.264
H -3.900 1.465 1.292 0.4 -0.2 -1.5 0.498
H -4.253 3.192 -0.666 0.4 -1.1 -0.2 0.314
H -3.610 2.602 -3.133 0.1 -0.6 1.0 0.426
H 2.789 -0.993 -3.683 -0.8 0.1 0.7 -0.453
H 4.671 -2.759 -3.082 -1.2 -0.2 0.2 0.285
H 3.635 -4.252 -3.017 -0.2 1.2 0.1 0.361
H 3.343 -2.985 -4.267 0.0 -0.1 1.1 0.315
H -0.603 -3.501 -1.467 1.2 0.2 0.1 0.163
H 0.751 -2.867 -0.336 -0.5 -0.7 -0.6 0.111
H 0.709 -4.614 -0.930 -0.1 1.1 -0.1 0.351
O -5.883 3.662 2.695 0.3 -0.2 -0.2 -0.611
C -5.016 3.273 3.426 -0.6 0.1 -0.1 0.358
O -4.083 2.351 3.068 -0.3 0.5 0.4 -0.279
C -3.265 2.028 4.205 0.4 -0.2 0.2 -0.565
C -3.403 3.211 5.142 0.0 0.1 0.4 -0.102
C -4.820 3.680 4.867 0.6 0.1 0.1 -0.496
H -3.636 1.100 4.649 0.0 0.0 0.0 0.279
H -2.235 1.878 3.883 -0.2 -0.1 -0.2 0.333
H -3.219 2.956 6.182 0.0 -0.1 -0.1 0.153
H -2.696 3.995 4.857 0.0 -0.1 0.0 0.205
H -5.551 3.156 5.487 -0.1 0.1 -0.1 0.278
H -4.919 4.757 4.985 -0.3 -0.1 -0.1 0.307
O 7.744 0.278 -5.886 -0.2 -0.4 0.1 -0.624
C 6.558 0.196 -6.065 0.4 0.3 -0.2 0.513
O 5.897 -0.981 -6.202 0.4 0.1 0.1 -0.380
C 4.516 -0.723 -6.512 -0.4 -0.1 -0.1 -0.299
C 4.253 0.682 -6.018 -0.3 0.2 0.0 0.445
C 5.600 1.353 -6.218 -0.4 -0.2 0.3 -0.584
H 4.380 -0.817 -7.594 0.1 0.0 0.0 0.276
H 3.885 -1.457 -6.012 0.2 -0.1 0.0 0.098
H 3.435 1.175 -6.540 0.0 -0.1 0.1 0.450
H 4.008 0.662 -4.954 -0.1 0.1 -0.1 -0.489
H 5.704 1.770 -7.222 0.1 0.1 0.1 0.314
H 5.786 2.117 -5.464 0.2 0.0 -0.2 0.274
O -1.479 0.632 8.027 -0.2 0.4 -0.2 -0.609
C -0.786 1.603 7.906 0.1 -0.7 0.1 0.373
O -1.092 2.652 7.096 0.0 -0.2 0.2 -0.273
C -0.006 3.592 7.099 0.2 0.4 -0.1 -0.413
C 0.751 3.323 8.383 0.3 0.2 0.2 -0.772
C 0.549 1.831 8.571 0.0 0.6 0.2 0.091
H 0.607 3.417 6.210 0.0 0.0 0.0 0.264
H -0.401 4.607 7.061 -0.2 -0.1 -0.1 0.351
H 1.798 3.623 8.337 -0.1 0.0 -0.1 0.345
H 0.283 3.864 9.210 0.0 0.0 -0.1 0.321
H 1.311 1.249 8.050 -0.1 -0.1 0.1 0.077
H 0.513 1.560 9.624 0.0 -0.3 -0.2 0.233
O -7.044 -0.638 -3.372 -0.6 0.0 -0.1 -0.555
C -7.614 0.373 -3.085 0.9 -0.2 -0.1 0.409
O -8.834 0.722 -3.589 0.0 -0.2 0.0 -0.390
C -9.183 2.034 -3.135 -0.2 0.2 0.0 -0.426
C -8.362 2.252 -1.882 0.1 0.3 0.4 -0.566
C -7.096 1.461 -2.172 -0.6 0.1 0.3 0.183
H -8.940 2.753 -3.922 0.0 0.0 0.0 0.225
H -10.254 2.077 -2.936 0.0 -0.2 -0.2 0.344
H -8.180 3.305 -1.666 -0.1 0.0 0.0 0.345
H -8.879 1.815 -1.023 0.0 0.1 0.0 0.279
H -6.355 2.058 -2.706 0.1 -0.2 0.1 -0.030
H -6.662 1.036 -1.269 0.3 0.0 -0.2 0.173
O -2.439 2.072 -8.304 -0.3 -0.3 -0.1 -0.581
C -3.615 1.955 -8.493 0.6 0.2 -0.1 0.622
O -4.241 0.756 -8.635 0.1 0.2 0.0 -0.329
C -5.621 0.969 -8.956 -0.3 -0.2 0.0 -0.466
C -5.934 2.368 -8.465 -0.4 0.3 0.1 -0.434
C -4.606 3.082 -8.655 -0.5 -0.1 0.3 -0.466
H -5.747 0.871 -10.038 0.0 0.0 0.0 0.305
H -6.232 0.215 -8.460 0.2 -0.1 0.0 0.320
H -6.765 2.835 -8.995 0.0 -0.1 0.0 0.342
H -6.186 2.340 -7.402 0.0 0.0 -0.1 0.196
H -4.508 3.501 -9.658 0.1 0.0 0.1 0.262
H -4.451 3.851 -7.901 0.3 0.0 -0.2 0.271
O 1.417 -3.849 1.938 -0.1 -0.4 0.0 -0.597
C 2.198 -4.729 1.717 -0.2 0.6 0.4 0.545
O 1.839 -6.025 1.513 0.0 0.2 0.0 -0.397
C 3.016 -6.835 1.385 0.1 -0.3 -0.1 -0.497
C 4.116 -5.877 0.975 0.5 0.0 -0.1 -0.523
C 3.700 -4.591 1.667 0.3 -0.2 -0.5 0.365
H 3.217 -7.312 2.348 0.0 0.0 0.0 0.276
H 2.847 -7.609 0.636 -0.2 0.1 0.1 0.371
H 5.113 -6.222 1.251 -0.1 -0.1 0.0 0.362
H 4.098 -5.733 -0.108 0.0 0.0 0.1 0.153
H 4.086 -4.532 2.686 0.0 0.1 0.0 -0.086
H 3.993 -3.712 1.094 -0.1 0.1 0.2 0.013
O 3.662 0.815 12.423 0.0 0.1 -0.4 -0.606
C 3.184 0.025 11.657 0.0 0.3 0.6 0.500
O 2.982 0.280 10.338 0.1 0.1 0.3 -0.339
C 2.295 -0.830 9.734 -0.2 -0.2 -0.4 -0.122
C 2.574 -2.010 10.636 0.0 -0.5 0.1 -0.484
C 2.681 -1.356 12.003 0.1 -0.4 -0.4 -0.382
H 1.229 -0.592 9.679 0.0 0.0 0.1 0.158
H 2.673 -0.990 8.726 0.0 0.2 0.2 0.127
H 1.811 -2.787 10.577 0.0 0.1 -0.1 0.427
H 3.533 -2.461 10.369 -0.1 0.0 -0.1 0.201
H 1.707 -1.267 12.490 0.1 0.1 0.1 0.246
H 3.385 -1.878 12.647 -0.1 0.2 0.2 0.304
O 3.910 -2.487 7.744 0.5 0.1 0.0 -0.620
C 4.530 -2.221 6.750 -0.5 0.0 0.1 0.502
O 5.722 -1.575 6.759 -0.3 -0.2 0.2 -0.363
C 6.138 -1.315 5.409 0.3 0.2 -0.3 -0.535
C 5.395 -2.326 4.562 -0.1 -0.2 -0.4 -0.344
C 4.096 -2.500 5.331 0.4 -0.2 -0.3 -0.345
H 5.874 -0.285 5.155 0.0 0.0 0.0 0.285
H 7.219 -1.431 5.331 -0.1 0.1 0.2 0.310
H 5.255 -2.003 3.530 0.0 0.1 0.1 0.288
H 5.943 -3.272 4.548 0.0 0.1 0.0 0.257
H 3.346 -1.763 5.037 -0.1 -0.1 0.1 0.274
H 3.701 -3.509 5.234 -0.3 0.2 0.2 0.282
```
Positions in Å, forces in eV/Å.